No. 1
Entry from the OMol25 dataset: a structure of composition C33H45LaN5S in a non-equilibrium geometry (ωB97M-V/def2-TZVPD).

Geometry as XYZ:
```
85
Properties=species:S:1:pos:R:3:forces:R:3
La -0.269002 0.380468 1.339231 -2.11 -1.52 0.84
N 0.303592 -1.534859 3.398735 2.44 -0.39 0.19
N -0.632751 3.340403 1.375235 -1.36 -0.72 1.08
C -1.746872 -0.866513 -1.281843 0.41 -0.24 0.66
C -2.567323 -0.751401 -0.114365 0.82 -0.69 0.19
C -2.221204 -1.836765 0.758139 0.47 0.62 -0.32
C -2.899458 -2.277019 1.996279 -0.17 -0.71 0.31
H -3.840036 -1.739403 2.165619 0.03 -0.15 -0.05
H -2.256360 -2.036345 2.922789 -0.72 -0.38 -0.74
H -3.096568 -3.365087 1.963812 -0.14 0.25 -0.09
C -1.120222 -2.524746 0.178949 -0.52 0.88 -0.16
C -0.472890 -3.718813 0.766647 0.27 -0.50 0.34
H -1.083577 -4.626861 0.624640 0.15 0.10 0.07
H -0.311557 -3.578211 1.844915 -0.10 -0.04 -0.17
H 0.507972 -3.906027 0.308793 -0.08 -0.01 -0.03
C -0.872806 -1.973570 -1.101200 -0.51 0.67 0.71
C 0.061333 -2.557621 -2.091774 0.46 -0.08 -0.29
H 1.096591 -2.524897 -1.716050 -0.19 0.00 -0.14
H 0.030777 -2.013044 -3.044402 0.06 -0.13 0.15
H -0.179184 -3.615982 -2.296078 0.07 0.27 0.00
C -3.697620 0.197460 0.075592 -0.53 0.35 -0.02
H -4.632629 -0.163326 -0.392722 0.20 0.13 0.13
H -3.469984 1.177797 -0.376840 -0.12 -0.19 0.16
H -3.915070 0.357604 1.144064 0.04 -0.01 -0.30
C -1.909287 -0.112484 -2.550419 0.04 0.39 -0.51
H -0.935467 0.061024 -3.033507 -0.28 0.04 -0.01
H -2.367828 0.871182 -2.384045 0.09 -0.13 -0.08
H -2.545896 -0.650655 -3.278668 0.16 0.16 0.20
C 1.275471 -2.029681 4.183781 -0.30 0.63 -0.11
H 1.512741 -3.071127 3.994020 0.41 -0.10 0.21
C 1.907297 -1.253560 5.159227 0.86 -0.20 0.17
H 2.704122 -1.680537 5.765287 -0.09 -0.05 -0.04
C 1.677933 0.155029 5.204211 -0.79 0.27 -0.44
H 2.369624 0.876586 5.673425 -0.38 -0.62 -0.05
C 0.502719 0.597585 4.613170 -0.15 -0.03 -0.67
H 0.116476 1.638290 4.609190 0.43 -0.64 0.28
C -0.341552 -0.466002 4.059849 -2.22 0.27 -0.75
C -1.691420 -0.818321 3.949878 0.81 3.18 -0.28
H -2.331805 0.090749 3.715445 -0.31 0.04 1.24
C -0.528418 2.882907 0.138465 -0.63 0.35 0.21
C -1.498508 4.453587 1.406309 1.08 -0.80 -0.96
H -1.922064 4.824281 2.312064 0.22 0.46 0.40
C -1.780452 4.799858 0.124673 0.12 -0.04 0.21
H -2.297220 5.693690 -0.228014 0.31 -0.64 0.00
N -1.193701 3.816418 -0.686505 -0.16 0.02 0.97
C -1.321315 3.701849 -2.074045 -0.07 -0.34 -0.77
C -2.542166 4.038990 -2.712512 0.80 -0.42 -0.29
C -2.596938 3.995088 -4.107848 0.47 -0.16 0.00
H -3.516501 4.284062 -4.636372 0.36 -0.16 0.31
C -1.493633 3.552319 -4.849904 0.17 0.14 0.00
C -1.522546 3.595879 -6.359819 -0.10 -0.04 -0.06
H -0.902235 2.788953 -6.781365 -0.27 0.28 0.05
H -1.135089 4.558814 -6.740498 -0.14 -0.36 0.14
H -2.560535 3.485576 -6.710986 0.38 0.00 -0.06
C -0.353089 3.090730 -4.184147 -0.54 0.23 -0.26
H 0.479105 2.674629 -4.760018 -0.25 0.13 0.13
C -0.247021 3.141944 -2.799481 -0.79 0.33 -0.11
C 0.960720 2.559266 -2.160597 1.19 0.12 0.41
H 1.054072 2.799530 -1.087211 0.03 -0.15 -0.90
H 1.861150 2.913881 -2.669019 0.03 -0.02 -0.20
H 0.969683 1.464028 -2.238509 -0.16 0.13 0.10
C -3.788894 4.275711 -1.927243 -0.53 0.32 0.05
H -3.736703 5.180441 -1.323500 -0.22 -0.17 -0.05
H -4.013254 3.432078 -1.261412 0.16 0.21 -0.04
H -4.634606 4.394666 -2.606090 0.01 -0.07 -0.04
C 3.769561 -2.616405 -1.517051 -0.51 0.09 0.01
N 3.515115 -2.810588 -0.088082 -0.45 -0.10 -0.05
C 3.599837 -4.216088 0.308545 0.23 -0.40 -0.13
C 3.252660 -1.806369 0.795429 -0.45 1.59 0.26
S 2.154661 -0.414884 0.401203 3.33 -1.77 -1.01
N 3.821362 -1.860705 2.027433 -0.64 -0.08 -0.28
C 3.884141 -3.107013 2.784855 0.51 -0.38 0.35
C 4.292175 -0.678554 2.748553 -0.40 0.27 0.31
H 4.764494 -3.025784 -1.768326 -0.22 0.26 0.27
H 3.722289 -1.556986 -1.776977 -0.07 -0.20 0.05
H 3.034418 -3.189141 -2.097622 0.11 0.32 -0.02
H 4.564486 -4.451724 0.781424 -0.44 -0.10 -0.22
H 2.750169 -4.497014 0.948959 0.49 0.04 -0.35
H 3.533635 -4.822129 -0.601055 -0.09 0.21 0.11
H 3.977552 -2.852225 3.843623 -0.16 0.05 -0.22
H 2.950847 -3.675548 2.657729 0.64 0.28 0.23
H 4.762414 -3.708710 2.510569 -0.28 0.13 0.26
H 5.392273 -0.701240 2.817592 -0.22 -0.09 -0.24
H 3.964630 0.234998 2.246516 0.09 -0.26 0.09
H 3.895157 -0.694386 3.771260 -0.10 0.12 -0.32
```
Positions in Å, forces in eV/Å.

Lowest unoccupied orbital energy: 1.93 eV
Charge: -1
HOMO energy: -2.07 eV
Spin multiplicity: 1

***

No. 2
Entry from the OMol25 dataset: the molecule C23H19BrClN3OS2 in a non-equilibrium geometry (ωB97M-V/def2-TZVPD).

Geometry as XYZ:
```
50
Properties=species:S:1:pos:R:3:forces:R:3
O -0.307367 -0.251079 1.713729 -1.26 -0.30 0.27
S 1.098204 0.143003 1.643803 1.34 0.16 -0.88
C 1.916115 -1.148879 0.582052 -0.33 0.42 0.37
C 3.330538 -0.785403 0.325274 0.30 0.03 -0.05
C 3.720489 -0.320531 -0.928043 0.01 -0.09 0.09
C 5.031854 0.049286 -1.164112 0.18 0.03 0.02
C 5.954874 -0.042122 -0.136101 0.20 0.07 -0.01
C 5.588152 -0.495338 1.120197 0.18 0.06 -0.05
C 4.275147 -0.863746 1.344651 -0.08 0.02 -0.14
H 3.979763 -1.219386 2.320656 -0.03 -0.06 0.12
H 6.320444 -0.559675 1.910022 0.06 0.00 0.05
Br 7.764265 0.469418 -0.452290 -0.23 -0.07 0.04
H 5.334369 0.405102 -2.136785 0.04 0.02 -0.07
H 2.985433 -0.246695 -1.716325 -0.08 0.01 -0.07
H 1.334174 -1.222240 -0.335901 -0.05 0.00 0.12
H 1.819000 -2.065425 1.163124 -0.09 0.03 0.08
C 1.157289 1.530468 0.357860 0.13 -0.46 0.61
C 0.246538 1.148964 -0.719087 -0.21 0.03 -0.12
N 0.547836 0.390191 -1.742159 0.93 0.29 0.36
N -0.577851 0.110587 -2.410585 -0.78 0.01 -0.55
C -1.564688 0.678288 -1.773567 -0.21 0.19 -0.03
N -1.103071 1.366159 -0.685832 0.46 -0.49 -0.60
C -1.851279 2.114974 0.247101 -0.32 0.36 0.46
C -1.685011 3.492036 0.308436 -0.01 -0.18 -0.09
C -2.417636 4.222837 1.226457 0.00 0.10 0.07
C -3.307879 3.582620 2.072015 -0.01 0.07 0.02
C -3.465793 2.208131 2.004773 -0.05 -0.03 -0.03
C -2.738793 1.465914 1.092715 0.11 0.03 -0.01
H -2.826600 0.392472 1.045142 0.04 -0.07 -0.01
H -4.154799 1.709595 2.669108 -0.06 -0.05 0.07
H -3.877930 4.157155 2.786359 -0.05 0.05 0.06
H -2.292882 5.293962 1.277683 0.00 0.08 0.01
H -0.994269 3.981645 -0.363603 0.04 0.01 -0.07
S -3.254372 0.541466 -2.155921 -0.31 -0.07 -0.26
C -3.257939 -1.257847 -2.563710 0.14 0.44 0.04
C -2.551950 -2.010226 -1.485861 0.04 -0.26 0.07
C -3.074491 -2.050738 -0.197138 0.08 -0.12 -0.11
C -2.373949 -2.647376 0.833769 0.02 -0.02 0.02
C -1.137810 -3.213476 0.569106 -0.13 0.08 -0.28
C -0.609501 -3.203721 -0.711099 -0.03 -0.09 0.17
C -1.316291 -2.595812 -1.732718 -0.22 -0.08 0.06
H -0.894653 -2.558984 -2.725019 0.03 0.03 -0.08
H 0.350794 -3.655850 -0.905100 0.09 -0.05 0.02
Cl -0.241803 -3.941219 1.853340 0.14 -0.13 0.22
H -2.771672 -2.659110 1.836098 0.00 -0.02 0.10
H -4.034749 -1.594541 -0.000439 -0.09 0.06 0.04
H -2.771184 -1.375463 -3.529617 -0.09 -0.11 0.02
H -4.314837 -1.512509 -2.633835 0.01 -0.01 -0.07
H 0.829496 2.428352 0.877382 0.09 -0.02 0.07
H 2.186283 1.614750 0.024014 0.04 0.11 -0.04
```
Positions in Å, forces in eV/Å.

Lowest unoccupied orbital energy: 0.55 eV
Charge: 0
HOMO energy: -8.60 eV
Spin multiplicity: 1

***

no.,gap between HOMO and LUMO (eV)
1,4.00
2,9.15